16
Properties=species:S:1:pos:R:3:forces:R:3:mulliken_charge:R:1 method="wB97M-V/def2-TZVPD" smiles=CC.CC mol_weight_g_mol=60.140 homo_energy_ev=-11.4 spin_multiplicity=1 gap_ev=12.488 energy_ev=-4341.75505
C 0.634 0.562 1.358 1.0 -0.4 -2.0 -0.306
C 1.913 1.369 1.048 -1.2 2.5 -0.8 -0.888
H -0.162 1.262 1.493 -0.7 0.1 0.4 0.302
H 0.351 -0.075 0.465 0.5 0.5 1.4 -0.289
H 0.818 -0.043 2.224 -0.4 -0.4 0.5 0.363
H 2.108 1.441 -0.030 -0.2 -0.1 0.1 0.294
H 1.711 2.499 1.333 0.9 -2.3 -0.1 0.204
H 2.819 0.957 1.441 0.4 0.0 0.7 0.302
C -0.836 -1.417 -1.650 1.5 1.4 0.8 -0.740
C -1.772 -0.640 -0.671 -1.1 0.8 -1.9 -0.804
H -1.154 -1.346 -2.686 -0.3 -0.5 0.0 0.337
H 0.180 -0.890 -1.666 -1.2 -0.7 0.1 0.186
H -0.615 -2.435 -1.284 -0.4 0.3 -0.6 0.239
H -1.700 -1.097 0.306 -0.5 0.0 0.2 0.290
H -2.867 -0.570 -1.107 2.0 -0.5 1.2 0.280
H -1.429 0.422 -0.573 -0.4 -0.9 -0.1 0.231

16
Properties=species:S:1:pos:R:3:forces:R:3:mulliken_charge:R:1 method="wB97M-V/def2-TZVPD" smiles=CC.CC mol_weight_g_mol=60.140 homo_energy_ev=-11.7 spin_multiplicity=1 gap_ev=12.840 energy_ev=-4342.16231
C -0.750 -1.211 -1.824 0.9 0.6 0.1 -0.709
C -0.607 0.086 -2.640 -0.7 -0.2 0.5 -0.831
H 0.235 -1.555 -1.496 0.0 -0.1 -0.3 0.230
H -1.229 -0.986 -0.878 -0.7 -0.4 -0.1 0.166
H -1.203 -2.002 -2.412 -0.3 -0.1 0.3 0.335
H -0.729 0.962 -2.006 0.0 0.1 0.0 0.252
H -1.338 0.148 -3.441 -0.1 0.0 0.0 0.294
H 0.356 0.153 -3.077 0.9 0.1 -0.6 0.265
C 0.247 0.418 1.610 -0.2 -0.9 0.6 -0.762
C 1.115 0.741 2.846 -0.7 -1.1 -1.0 -0.994
H 0.470 -0.583 1.229 0.6 0.4 -0.6 0.263
H -0.809 0.257 1.845 -0.1 0.6 0.4 0.328
H 0.312 1.233 0.896 0.1 -0.3 -0.4 0.265
H 1.147 -0.103 3.535 -0.4 0.1 0.2 0.297
H 2.148 0.847 2.532 0.1 0.7 0.1 0.295
H 0.634 1.596 3.280 0.5 0.6 0.7 0.305

16
Properties=species:S:1:pos:R:3:forces:R:3:mulliken_charge:R:1 method="wB97M-V/def2-TZVPD" smiles=CC.CC mol_weight_g_mol=60.140 homo_energy_ev=-11.8 spin_multiplicity=1 gap_ev=12.935 energy_ev=-4342.35234
C 1.043 -0.604 -1.749 -0.5 1.2 -0.2 -0.648
C 1.169 0.893 -2.146 0.0 0.0 0.2 -0.819
H 0.021 -0.914 -1.971 0.1 -0.3 0.0 0.244
H 1.748 -1.202 -2.306 0.1 -0.3 0.0 0.345
H 1.192 -0.708 -0.681 0.2 -0.3 0.1 0.087
H 2.090 1.085 -2.700 -0.1 0.0 0.0 0.295
H 1.165 1.561 -1.279 0.1 -0.2 0.0 0.261
H 0.326 1.237 -2.748 0.1 -0.2 -0.2 0.244
C -1.783 -0.089 2.245 -0.3 0.2 0.6 -0.974
C -0.410 -0.291 1.640 0.4 0.5 -0.2 -0.610
H -1.998 -0.773 3.067 0.0 -0.3 -0.2 0.291
H -1.889 0.898 2.715 0.2 0.0 -0.3 0.279
H -2.579 -0.170 1.501 0.1 -0.1 0.1 0.299
H 0.401 -0.052 2.334 -0.2 -0.1 0.2 0.291
H -0.212 -1.294 1.255 -0.3 0.1 0.0 0.296
H -0.283 0.421 0.823 0.0 -0.1 -0.2 0.119

16
Properties=species:S:1:pos:R:3:forces:R:3:mulliken_charge:R:1 method="wB97M-V/def2-TZVPD" smiles=CC.CC mol_weight_g_mol=60.140 homo_energy_ev=-11.7 spin_multiplicity=1 gap_ev=12.894 energy_ev=-4342.38445
C -1.540 1.656 -1.021 -0.1 0.0 -0.4 -0.797
C -0.790 1.924 0.276 -0.4 0.1 0.1 -0.769
H -1.569 2.513 -1.703 0.1 -0.1 0.2 0.287
H -1.101 0.827 -1.571 0.2 -0.1 -0.1 0.215
H -2.576 1.356 -0.859 0.0 0.2 0.2 0.269
H -1.037 1.152 1.004 0.1 0.0 0.1 0.239
H -1.078 2.884 0.709 0.0 0.0 0.0 0.325
H 0.288 1.941 0.158 0.1 0.0 -0.2 0.236
C 0.960 -2.142 -0.265 -0.1 -0.1 -0.1 -0.717
C 1.409 -1.433 1.012 -0.3 0.3 0.4 -0.626
H 0.189 -2.888 -0.082 -0.1 0.0 0.1 0.267
H 0.540 -1.435 -0.978 0.0 0.0 -0.1 0.164
H 1.767 -2.664 -0.774 0.1 0.0 0.0 0.283
H 1.086 -0.389 0.995 0.2 -0.1 0.0 0.051
H 2.482 -1.453 1.175 0.2 0.0 -0.2 0.302
H 0.970 -1.850 1.924 0.0 -0.1 -0.2 0.270

16
Properties=species:S:1:pos:R:3:forces:R:3:mulliken_charge:R:1 method="wB97M-V/def2-TZVPD" smiles=CC.CC mol_weight_g_mol=60.140 homo_energy_ev=-11.6 spin_multiplicity=1 gap_ev=12.673 energy_ev=-4342.00530
C -0.787 -2.233 -0.137 -0.3 -0.7 0.3 -0.556
C -2.146 -1.658 0.206 -0.4 1.1 0.7 -0.842
H -0.299 -2.715 0.714 0.2 0.7 0.2 0.270
H -0.890 -3.099 -0.792 0.0 0.3 -0.5 0.293
H -0.210 -1.431 -0.583 0.6 -0.4 -0.1 0.031
H -2.557 -1.987 1.163 -0.3 -0.8 -0.4 0.286
H -2.835 -1.734 -0.635 -0.3 -0.3 0.3 0.274
H -2.114 -0.582 0.422 0.4 0.0 -0.3 0.248
C 1.116 2.635 -0.133 0.2 -1.8 -0.2 -0.783
C 1.798 1.234 0.069 0.3 1.3 -0.1 -0.728
H 0.975 3.109 0.827 0.4 0.6 0.0 0.255
H 1.753 3.120 -0.867 -0.2 0.8 0.3 0.265
H 0.129 2.533 -0.576 -0.1 -0.1 0.0 0.254
H 2.859 1.374 -0.150 0.0 -0.2 -0.2 0.311
H 1.394 0.515 -0.633 0.0 -0.4 0.2 0.142
H 1.813 0.918 1.106 -0.6 -0.4 0.0 0.280

16
Properties=species:S:1:pos:R:3:forces:R:3:mulliken_charge:R:1 method="wB97M-V/def2-TZVPD" smiles=CC.CC mol_weight_g_mol=60.140 homo_energy_ev=-11.4 spin_multiplicity=1 gap_ev=12.544 energy_ev=-4341.48974
C -0.793 2.032 -0.660 1.0 -2.5 -2.1 -0.690
C -2.144 1.294 -0.475 0.1 1.9 2.0 -0.747
H -0.853 2.629 -1.568 0.3 -0.1 -0.2 0.279
H -0.572 2.720 0.097 0.3 0.7 1.4 0.291
H 0.123 1.273 -0.782 -2.0 1.7 0.3 0.107
H -2.034 0.250 -0.501 0.1 -1.4 -0.2 0.243
H -2.941 1.603 -1.152 0.3 0.0 -0.1 0.287
H -2.481 1.557 0.572 0.0 -0.5 -1.1 0.225
C 1.981 -1.379 1.103 -0.2 -1.8 -1.1 -0.812
C 0.977 -1.953 0.041 -1.8 -0.1 2.6 -0.718
H 2.965 -1.336 0.664 0.4 0.9 -0.6 0.260
H 1.531 -0.381 1.316 1.0 -0.9 0.8 0.252
H 2.254 -2.168 1.867 -1.3 1.4 0.1 0.282
H 0.952 -1.279 -0.780 -0.2 0.5 -0.8 0.230
H -0.070 -1.888 0.609 1.9 -0.4 -1.6 0.159
H 1.105 -2.976 -0.350 0.2 0.4 0.5 0.354

16
Properties=species:S:1:pos:R:3:forces:R:3:mulliken_charge:R:1 method="wB97M-V/def2-TZVPD" charge=+1 s_squared=0.753 mol_weight_g_mol=60.140 homo_energy_ev="-15.0 / -14.9" spin_multiplicity=2 gap_ev="11.331 / 3.476" energy_ev=-4330.56568
C 1.497 0.774 1.239 0.4 0.3 -1.8 -0.491
C 1.841 2.068 0.397 -0.4 -1.2 1.6 -0.828
H 2.345 0.370 1.783 -0.1 0.2 0.4 0.319
H 0.602 0.912 1.832 0.1 0.0 0.4 0.310
H 1.281 0.015 0.475 -0.2 -0.3 0.2 -0.112
H 2.602 2.616 0.944 -0.1 0.4 -0.1 0.290
H 0.902 2.613 0.376 0.3 0.5 -0.5 0.255
H 2.230 1.806 -0.579 -0.1 0.1 -0.2 0.299
C -2.395 -1.250 -0.804 1.7 -1.3 0.6 -0.604
C -0.945 -1.545 -0.935 -0.7 1.3 0.0 -0.328
H -2.532 -0.162 -1.064 0.0 0.3 0.0 0.368
H -2.967 -2.068 -1.220 -0.7 0.3 0.1 0.347
H -2.669 -1.007 0.277 -0.6 0.0 -0.3 0.385
H -0.869 -2.485 -0.286 -0.2 -0.3 -0.3 0.354
H -0.324 -0.762 -0.514 0.2 0.1 -0.3 0.056
H -0.599 -1.894 -1.921 0.3 -0.4 0.2 0.380

16
Properties=species:S:1:pos:R:3:forces:R:3:mulliken_charge:R:1 method="wB97M-V/def2-TZVPD" charge=+1 s_squared=0.753 mol_weight_g_mol=60.140 homo_energy_ev="-16.1 / -14.8" spin_multiplicity=2 gap_ev="13.034 / 3.103" energy_ev=-4329.86543
C 1.527 0.308 1.721 -0.2 -3.3 0.3 -0.585
C 1.484 -1.237 1.681 0.8 1.5 -0.3 -0.629
H 2.137 0.602 0.867 -0.7 0.9 0.3 0.325
H 2.022 0.395 2.747 -0.4 0.8 -0.4 0.331
H 0.469 0.661 1.915 0.9 0.8 -0.1 0.324
H 0.414 -1.593 1.588 -0.2 0.0 0.7 0.320
H 1.879 -1.691 2.651 -0.7 -0.1 -1.2 0.332
H 1.887 -1.545 0.715 0.5 -0.7 0.6 0.278
C -1.089 -0.034 -1.470 -1.3 -0.8 1.0 -0.676
C -1.867 1.164 -2.032 1.2 -1.5 1.3 -0.795
H -1.490 -0.354 -0.493 0.1 0.1 -0.3 0.256
H 0.005 0.016 -1.341 0.2 0.6 -0.3 0.265
H -1.151 -0.965 -2.143 0.0 1.0 0.4 0.337
H -1.389 1.290 -2.964 -0.3 1.1 -1.3 0.292
H -1.909 2.067 -1.392 0.5 -0.2 -0.1 0.319
H -2.927 0.917 -2.050 -0.3 -0.2 -0.5 0.306

16
Properties=species:S:1:pos:R:3:forces:R:3:mulliken_charge:R:1 method="wB97M-V/def2-TZVPD" charge=+1 s_squared=0.753 mol_weight_g_mol=60.140 homo_energy_ev="-16.5 / -14.8" spin_multiplicity=2 gap_ev="13.476 / 3.426" energy_ev=-4330.35032
C -0.563 1.341 -0.968 -0.8 -0.5 -0.4 -0.564
C -0.600 2.620 -1.728 -1.5 -0.3 1.0 -0.914
H -1.599 0.788 -0.869 0.5 0.1 -0.2 0.372
H -0.095 0.510 -1.565 -0.1 0.3 0.5 0.337
H -0.428 1.414 0.113 0.5 0.1 0.1 0.375
H 0.396 3.026 -1.914 0.1 0.1 -0.7 0.342
H -1.129 3.390 -1.161 0.4 0.1 0.5 0.336
H -1.281 2.473 -2.575 1.0 -0.1 -0.7 0.312
C 0.009 -1.855 1.741 0.9 0.8 -1.1 -0.651
C 1.305 -2.006 0.987 -0.3 -1.0 -0.2 -0.714
H -0.369 -2.750 2.232 0.3 -0.2 0.8 0.349
H 0.168 -0.965 2.341 -0.9 -0.2 0.6 0.285
H -0.836 -1.804 1.021 0.0 0.4 -0.2 0.238
H 1.562 -1.266 0.183 -0.2 0.0 0.4 0.263
H 1.316 -2.966 0.469 0.1 0.0 -0.2 0.324
H 2.145 -1.950 1.693 0.1 0.3 0.0 0.311

22
Properties=species:S:1:pos:R:3:forces:R:3:mulliken_charge:R:1 method="wB97M-V/def2-TZVPD" mol_weight_g_mol=176.114 homo_energy_ev=-10.7 spin_multiplicity=1 gap_ev=4.122 energy_ev=-23177.30527
Al -1.065 -0.001 1.261 0.5 -0.7 1.0 1.381
F -2.970 -0.979 3.336 1.2 0.9 -1.7 -0.426
F -0.844 1.263 -1.448 -0.3 -1.0 2.0 -0.651
F 0.216 -1.500 3.466 -0.7 1.3 -1.8 -0.456
C 3.463 2.264 2.055 -0.3 1.3 -0.7 -1.221
C 2.074 1.713 2.338 0.4 0.2 0.9 -0.069
O 1.031 2.044 1.374 -0.1 -1.0 0.6 -0.476
H 4.064 2.323 2.962 0.1 -0.7 0.0 0.354
H 3.352 3.328 1.845 -0.3 0.3 -0.1 0.355
H 4.025 1.913 1.189 -0.1 -0.7 0.2 0.356
H 1.807 2.214 3.269 -0.5 0.0 -0.1 0.227
H 2.071 0.653 2.594 -0.1 -0.2 -0.5 0.258
H 1.425 2.193 0.511 0.0 -0.1 -0.4 0.323
C -2.865 -2.386 -2.894 -1.4 -0.2 -1.5 -0.980
C -1.448 -1.902 -2.901 -0.5 0.2 0.4 -0.258
O -1.144 -1.401 -1.608 0.9 -0.5 1.0 -0.509
H -2.981 -3.177 -3.635 0.0 -0.3 0.1 0.323
H -3.519 -1.616 -3.301 -0.2 0.2 0.3 0.283
H -3.307 -2.730 -1.958 0.6 0.0 0.1 0.296
H -1.346 -1.066 -3.593 0.1 -0.1 -0.2 0.269
H -0.794 -2.703 -3.245 0.4 0.1 0.6 0.256
H -1.246 -0.447 -1.618 0.3 1.0 -0.4 0.367

18
Properties=species:S:1:pos:R:3:forces:R:3:mulliken_charge:R:1 method="wB97M-V/def2-TZVPD" mol_weight_g_mol=84.959 homo_energy_ev=-9.3 spin_multiplicity=1 gap_ev=10.159 energy_ev=-6506.45215
B 2.489 -0.217 -0.165 -0.2 0.4 -0.5 0.102
C -0.712 -2.035 -0.109 -0.3 2.1 1.6 -1.031
C -0.890 1.951 -0.134 -3.9 -0.4 0.2 -1.235
C -0.925 -0.572 0.466 -3.4 0.0 0.2 -0.165
C -0.539 0.514 -0.459 4.7 2.2 0.9 0.061
N 1.424 0.531 0.254 -2.8 -0.9 -3.5 -0.456
H 3.394 -0.195 0.610 0.4 -0.4 -0.1 -0.104
H 2.455 -0.711 -1.269 0.2 -0.1 0.4 -0.114
H -0.928 -2.776 0.678 -0.7 0.1 -0.8 0.329
H -1.136 -2.100 -1.123 -0.1 -0.5 0.7 0.306
H 0.335 -2.052 -0.157 1.7 -0.4 -0.7 0.230
H -2.060 2.163 -0.438 2.3 -1.0 0.9 0.306
H -0.861 2.063 0.971 0.3 0.6 -0.8 0.282
H -0.485 2.725 -0.779 1.0 -0.2 0.5 0.378
H -2.079 -0.330 0.563 1.7 -0.9 0.1 0.283
H -0.498 -0.332 1.496 -0.5 -0.7 -1.4 0.313
H -0.400 0.470 -1.548 0.0 -1.1 0.5 0.337
H 1.418 0.903 1.145 -0.4 1.1 2.1 0.178

18
Properties=species:S:1:pos:R:3:forces:R:3:mulliken_charge:R:1 method="wB97M-V/def2-TZVPD" mol_weight_g_mol=84.959 homo_energy_ev=-7.1 spin_multiplicity=1 gap_ev=7.431 energy_ev=-6504.47152
B -1.034 -0.201 0.267 2.5 1.7 -0.3 0.171
C -1.866 -1.075 1.194 -0.8 -1.0 0.1 -0.773
C -1.564 0.841 -0.809 -0.8 -0.5 0.6 -0.875
C 1.436 -0.489 -1.164 -0.7 -4.6 1.2 -0.871
C 2.070 0.808 0.761 1.9 -0.1 2.3 -0.827
N 1.412 -0.330 0.286 -4.7 -1.0 -0.1 -0.316
H -1.692 -0.866 2.295 -0.7 0.2 -1.2 0.296
H -1.462 -2.102 1.161 -0.1 0.1 -0.3 0.312
H -2.967 -1.124 0.776 1.9 0.2 1.4 0.252
H -0.983 1.032 -1.722 0.1 0.3 0.7 0.277
H -1.985 1.769 -0.303 1.0 -0.9 -0.5 0.298
H -2.497 0.352 -1.145 0.1 0.1 -0.2 0.349
H 1.511 0.361 -1.759 0.4 1.8 -1.1 0.342
H 2.302 -1.275 -1.352 -1.5 1.6 -0.4 0.292
H 0.410 -1.019 -1.472 2.3 0.8 0.2 0.237
H 2.229 0.849 1.898 -0.1 -1.1 -1.1 0.235
H 3.111 0.721 0.343 -0.6 1.0 0.1 0.327
H 1.570 1.747 0.745 -0.2 1.3 -1.5 0.273

20
Properties=species:S:1:pos:R:3:forces:R:3:mulliken_charge:R:1 method="wB97M-V/def2-TZVPD" charge=+1 s_squared=6.007 mol_weight_g_mol=227.887 homo_energy_ev="-12.8 / -12.8" spin_multiplicity=5 gap_ev="4.511 / 4.370" energy_ev=-112856.48412
Fe 3.617 0.118 -2.794 -1.2 0.8 2.7 1.091
Br 2.734 0.958 -0.515 1.3 -0.9 -2.7 -0.189
C -0.298 -1.806 1.139 -0.6 0.4 -0.8 -0.877
C 0.435 -2.759 0.239 0.7 -1.7 1.1 -0.187
O 1.091 -2.150 -0.869 -0.2 0.3 -0.2 -0.435
H 0.389 -0.993 1.374 -0.2 0.1 0.3 0.233
H -0.701 -2.224 2.061 0.4 -0.3 -0.1 0.389
H -1.158 -1.391 0.613 0.0 0.3 0.0 0.123
H -0.099 -3.647 -0.099 -0.6 0.5 -0.5 0.358
H 1.174 -3.252 0.871 0.6 0.1 0.1 0.253
H 1.496 -1.357 -0.511 0.0 0.1 0.1 0.244
C -1.074 2.778 -0.622 0.6 1.5 -1.5 -1.045
C -1.335 1.504 0.060 -0.3 0.4 1.2 -0.056
O -0.265 1.362 1.016 -0.5 -0.7 -0.1 -0.327
H -1.740 3.056 -1.438 -0.3 -0.2 0.0 0.355
H -0.084 2.691 -1.071 0.2 0.1 -0.3 0.250
H -1.002 3.642 0.039 -0.2 -0.2 0.3 0.267
H -1.457 0.676 -0.639 0.3 -0.3 0.1 0.196
H -2.255 1.596 0.637 0.1 -0.3 0.2 0.296
H 0.533 1.198 0.508 -0.1 0.1 0.0 0.062

21
Properties=species:S:1:pos:R:3:forces:R:3:mulliken_charge:R:1 method="wB97M-V/def2-TZVPD" smiles="CN(C)P(=O)(Br)N(C)C" mol_weight_g_mol=215.031 homo_energy_ev=-9.3 spin_multiplicity=1 gap_ev=9.964 energy_ev=-88702.38850
C -1.064 -0.937 -1.166 2.0 -2.6 2.0 -1.015
N -1.062 0.391 -0.754 0.5 2.1 2.1 0.161
C -1.749 1.276 -1.630 0.5 1.5 -2.0 -1.119
P -0.236 0.938 0.587 0.6 -0.5 -2.6 0.823
O -0.969 1.528 1.669 -1.1 0.5 1.8 -0.735
Br 1.020 2.585 -0.273 0.2 0.0 -0.1 -0.321
N 0.775 -0.287 0.930 1.6 -1.1 -0.1 0.244
C 1.099 -0.583 2.324 -3.0 -0.1 2.2 -1.003
C 1.843 -0.788 0.009 -2.4 -1.5 0.2 -1.344
H -1.034 -1.597 -0.262 0.7 0.4 -0.4 0.294
H -2.017 -1.260 -1.431 -1.6 -0.2 -1.8 0.454
H -0.177 -1.212 -1.789 -1.2 0.0 -0.2 0.272
H -1.665 2.378 -1.504 0.7 -0.8 0.6 0.341
H -1.282 1.075 -2.633 -1.0 0.3 0.4 0.379
H -2.823 1.168 -1.615 -0.4 -0.7 -0.2 0.335
H 0.357 -1.365 2.736 1.4 0.4 -0.8 0.290
H 2.133 -0.912 2.566 -0.7 0.7 -0.5 0.318
H 0.677 0.272 2.940 1.4 -0.6 -0.5 0.342
H 1.653 -0.479 -0.999 -0.4 0.1 -0.6 0.447
H 2.693 -0.222 0.272 1.7 -0.3 0.5 0.553
H 1.829 -1.965 0.023 0.6 2.4 0.2 0.284

22
Properties=species:S:1:pos:R:3:forces:R:3:mulliken_charge:R:1 method="wB97M-V/def2-TZVPD" charge=+1 s_squared=0.750 mol_weight_g_mol=210.290 homo_energy_ev="-8.1 / -12.2" spin_multiplicity=2 gap_ev="3.171 / 7.143" energy_ev=-50746.56365
Ca -1.621 -0.625 -3.130 0.2 -0.6 1.1 0.821
Ca -1.004 -2.150 0.185 0.1 1.5 -3.0 1.490
F -1.334 -2.696 -2.093 -0.1 0.9 1.2 -0.771
F -1.441 -0.062 -0.862 0.0 -1.3 0.1 -0.666
C -2.172 2.940 2.459 0.1 -0.7 0.0 -0.957
C -1.395 3.048 1.121 0.4 1.1 1.8 -0.151
O -2.049 2.624 -0.003 -0.9 -0.9 -1.2 -0.489
H -2.228 1.892 2.752 0.2 -0.4 0.0 0.208
H -3.222 3.223 2.530 0.1 0.7 -0.6 0.316
H -1.617 3.417 3.267 0.0 0.2 -0.1 0.313
H -0.487 2.471 1.297 0.3 0.0 -0.1 0.202
H -1.080 4.067 0.898 0.0 0.2 0.5 0.271
H -1.710 1.756 -0.234 -0.3 -0.3 -0.2 0.258
C 3.021 -2.569 -0.269 -0.1 -0.1 -0.9 -0.874
C 2.015 -2.326 -1.412 1.3 -0.8 -0.1 -0.435
O 1.047 -1.352 -1.042 -0.6 -0.2 0.5 -0.261
H 2.525 -2.825 0.667 -0.1 0.4 0.1 0.230
H 3.672 -1.698 -0.197 -0.2 0.0 0.5 0.266
H 3.679 -3.415 -0.470 -0.1 0.0 -0.3 0.363
H 1.525 -3.238 -1.755 -0.4 0.0 0.3 0.359
H 2.513 -1.964 -2.312 0.3 0.0 0.1 0.309
H 1.362 -0.517 -1.396 -0.4 0.4 0.3 0.199